Model 1:
Here is 2 unconnected molecules or ions with the total composition C3H3NO2 from the OMol25 dataset. Energies are from wB97M-V/def2-TZVPD.

Geometry as XYZ:
```
9
Properties=species:S:1:pos:R:3
C 0.18 -1.16 -0.59
C 1.34 -0.51 -0.45
C -1.05 0.96 0.61
N -0.97 -1.50 -0.51
H 1.70 0.15 -1.24
H 2.00 -0.73 0.38
O 0.11 0.92 1.05
O -1.82 -0.07 0.44
H -1.50 1.93 0.31
```

## Properties
highest occupied orbital energy (spin up / spin down) = -0.366 / -0.366 Ha
HOMO-LUMO gap (spin up / spin down) = 7.83 / 7.83 eV
LUMO energy (spin up / spin down) = -2.13 / -2.13 eV

Model 2:
Here is C3H3NO2 in the gas phase from the OMol25 dataset. Energies are from wB97M-V/def2-TZVPD.

Geometry as XYZ:
```
9
Properties=species:S:1:pos:R:3
H 2.33 -0.19 0.09
C 1.34 0.23 -0.21
H -0.99 -1.26 0.72
N 0.79 -0.92 -0.36
C -0.68 0.83 0.22
O -1.59 1.55 0.48
O 0.64 1.29 0.17
H -1.22 -0.88 -0.99
C -0.61 -0.65 -0.11
```

## Properties
SMILES = O=C1CN=CO1
highest occupied orbital energy = -0.387 Ha
HOMO-LUMO gap = 11.26 eV
LUMO energy = 0.74 eV

Which structure is the most stable? The one labeled model 2.

Model 1:
Here is a molecular structure, C2H5N2S from the OMol25 dataset. Energies are from wB97M-V/def2-TZVPD.

Geometry as XYZ:
```
10
Properties=species:S:1:pos:R:3
H -2.07 -1.02 0.59
N -0.47 0.83 -0.09
C -0.37 -0.49 -0.19
H -0.72 1.35 0.77
H 1.73 1.14 0.94
S 1.31 -0.79 -0.71
C 1.40 0.95 -0.13
H -1.35 -2.31 -0.41
H 1.80 1.77 -0.81
N -1.25 -1.44 0.04
```

## Properties
highest occupied orbital energy = -0.548 Ha
charge = +1
HOMO-LUMO gap = 10.26 eV
LUMO energy = -4.64 eV

Model 2:
Here is a gas-phase ion, C2H5N2S (charge +1) from the OMol25 dataset. Energies are from wB97M-V/def2-TZVPD.

Geometry as XYZ:
```
10
Properties=species:S:1:pos:R:3
H -1.30 -0.69 -0.98
H 1.53 -1.89 -0.93
N 1.50 -1.09 -0.26
H 2.17 -1.30 0.47
C -0.98 1.10 0.21
H -2.01 0.96 0.72
N -0.63 -0.05 -0.53
S 0.38 1.13 1.36
C 0.51 -0.31 0.04
H -1.18 2.15 -0.10
```

## Properties
highest occupied orbital energy = -0.530 Ha
charge = +1
HOMO-LUMO gap = 9.93 eV
LUMO energy = -4.48 eV

Model 3:
Here is a gas-phase ion, C2H5N2S (charge +1) from the OMol25 dataset. Energies are from wB97M-V/def2-TZVPD.

Geometry as XYZ:
```
10
Properties=species:S:1:pos:R:3
N -1.25 0.74 1.66
H 0.84 -0.50 -1.82
S -0.26 -1.85 0.49
H 1.51 -0.24 0.39
N 0.51 0.25 -1.23
H -2.03 0.37 2.11
C 0.43 -0.26 0.10
H -0.42 0.50 -1.57
H 1.17 1.06 -1.28
C -0.49 -0.07 1.15
```

## Properties
SMILES = [H]/N=C1\S[C@H]1[NH3+]
highest occupied orbital energy = -0.520 Ha
charge = +1
HOMO-LUMO gap = 9.91 eV
LUMO energy = -4.23 eV

Which structure is the most stable? The one labeled model 2.

Model 1:
Here is 2 unconnected molecules or ions with the total composition C2H8N2S2 from the OMol25 dataset. Energies are from wB97M-V/def2-TZVPD.

Geometry as XYZ:
```
14
Properties=species:S:1:pos:R:3
S 0.69 0.57 -2.37
H 0.98 1.12 3.05
N 0.01 -0.27 1.90
C 0.51 0.94 2.04
H -1.09 -2.65 -0.87
H -0.56 -0.42 1.12
H 0.55 -2.08 -0.90
S -1.04 -0.48 -1.95
H -0.73 2.06 0.56
N -0.03 1.96 1.27
C -0.32 -2.15 -1.59
H 0.37 2.86 1.50
H -0.05 -2.74 -2.56
H 0.71 1.29 -1.21
```

## Properties
SMILES = [H]/N=C\N.CSS
highest occupied orbital energy = -0.333 Ha
HOMO-LUMO gap = 9.59 eV
LUMO energy = 0.52 eV

Model 2:
Here is 2 unconnected molecules or ions with the total composition C2H8N2S2 from the OMol25 dataset. Energies are from wB97M-V/def2-TZVPD.

Geometry as XYZ:
```
14
Properties=species:S:1:pos:R:3
H 0.19 -1.38 -0.45
N -0.48 -1.29 0.30
H 1.63 -0.32 2.45
H 1.55 3.50 -1.54
C -1.77 -0.74 -0.10
H 1.38 0.51 -0.96
H -0.59 -0.69 2.27
C 0.11 -0.81 1.44
H -1.72 0.33 -0.33
S 2.17 2.58 -2.29
S 0.81 1.05 -2.06
H -2.50 -0.87 0.71
H -2.15 -1.29 -0.95
N 1.36 -0.59 1.51
```

## Properties
SMILES = [H]/N=C/NC.SS
highest occupied orbital energy = -0.342 Ha
HOMO-LUMO gap = 9.77 eV
LUMO energy = 0.47 eV

Which structure is the most stable? The one labeled model 2.

Model 1:
Here is 2 unconnected molecules or ions with the total composition C4H14NOS2 from the OMol25 dataset. Energies are from wB97M-V/def2-TZVPD.

Geometry as XYZ:
```
22
Properties=species:S:1:pos:R:3
H -1.32 2.00 1.87
C -1.62 -0.14 1.40
H -2.95 -0.64 -0.28
C 2.66 -0.72 0.31
H -2.02 -0.56 2.39
H 2.00 -2.72 -0.53
H 3.78 -2.70 0.10
N -2.78 0.11 0.44
H 0.03 0.93 2.38
S 1.23 -0.05 -0.65
O -2.80 -0.43 -2.18
H 3.66 -0.29 0.12
C 3.00 -2.14 -0.39
H 2.44 -0.86 1.26
H -2.55 0.38 -2.58
H -0.85 -0.96 1.13
C -0.75 1.06 1.67
H -2.69 1.00 -0.03
H -3.78 0.24 1.06
H -3.51 -0.76 -2.76
S 0.43 1.38 0.26
H 3.38 -2.07 -1.47
```

## Properties
highest occupied orbital energy = -0.444 Ha
charge = +1
HOMO-LUMO gap = 8.43 eV
LUMO energy = -3.64 eV

Model 2:
Here is 4 unconnected molecules or ions with the total composition C4H14NOS2 from the OMol25 dataset. Energies are from wB97M-V/def2-TZVPD.

Geometry as XYZ:
```
22
Properties=species:S:1:pos:R:3
O -0.86 2.34 -1.27
H -0.84 -3.00 -0.84
H 0.71 -0.80 0.70
H -0.43 3.65 1.79
C -0.17 -1.56 0.64
H -0.97 -0.87 0.87
N -1.29 -1.11 -1.36
H -0.49 3.05 3.44
H -0.89 -0.25 -1.71
H 1.92 -2.32 -0.72
C 1.12 -1.96 -1.37
H 1.02 3.11 2.59
S -0.26 1.22 1.82
H -0.42 1.82 -0.59
H 1.47 -0.24 0.77
H 1.09 -2.56 -2.28
H 0.06 -2.27 1.46
C -0.32 -2.04 -0.77
S 1.65 -0.30 -1.71
H -0.15 2.65 -1.83
H -1.94 -1.42 -2.07
C -0.03 2.88 2.44
```

## Properties
highest occupied orbital energy = -0.480 Ha
charge = +1
HOMO-LUMO gap = 4.27 eV
LUMO energy = -8.79 eV

Which structure is the most stable? The one labeled model 1.

Model 1:
Here is C2H4O2Si in the gas phase from the OMol25 dataset. Energies are from wB97M-V/def2-TZVPD.

Geometry as XYZ:
```
9
Properties=species:S:1:pos:R:3
O -1.97 -0.44 -0.14
Si -3.42 0.07 0.10
C -0.63 -0.37 -0.39
H -0.49 -0.21 -1.41
C 0.13 0.88 0.28
H -0.12 -1.30 -0.35
H 1.16 0.89 0.18
O -0.40 1.98 -0.26
H -0.09 0.70 1.33
```

## Properties
highest occupied orbital energy (spin up / spin down) = -0.288 / -0.240 Ha
HOMO-LUMO gap (spin up / spin down) = 6.57 / 4.91 eV
LUMO energy (spin up / spin down) = -1.25 / -1.61 eV

Model 2:
Here is 2 unconnected molecules or ions with the total composition C2H4O2Si from the OMol25 dataset. Energies are from wB97M-V/def2-TZVPD.

Geometry as XYZ:
```
9
Properties=species:S:1:pos:R:3
H -2.94 0.00 0.14
C 2.39 -0.10 0.34
H 1.84 -2.03 -0.85
H 3.50 0.03 0.46
O -0.67 1.03 0.83
H -2.91 1.36 -0.67
Si 0.60 0.21 0.51
O -3.47 0.57 -0.49
C 1.66 -1.07 -0.26
```

## Properties
SMILES = O=[si]1cc1.O
highest occupied orbital energy = -0.375 Ha
HOMO-LUMO gap = 9.83 eV
LUMO energy = -0.37 eV

Which structure is the most stable? The one labeled model 2.

Model 1:
Here is 2 unconnected molecules or ions with the total composition C4H12NO from the OMol25 dataset. Energies are from wB97M-V/def2-TZVPD.

Geometry as XYZ:
```
18
Properties=species:S:1:pos:R:3
C -0.56 -2.25 -1.84
O 1.23 2.47 2.47
H -0.10 -3.29 -1.93
C -0.69 -0.42 -0.15
H -1.69 -2.58 -2.09
H 0.77 -1.86 -0.12
H 2.17 2.36 2.58
H -1.76 -0.31 0.06
H 0.70 2.21 0.87
C 0.18 0.55 -0.25
H -0.82 -2.60 0.25
H -0.72 2.01 0.83
C -0.35 -1.83 -0.38
H 1.22 0.36 -0.26
H -0.19 2.56 -0.74
N -0.02 1.97 0.09
H -0.31 -1.58 -2.79
H 0.95 2.23 3.41
```

## Properties
highest occupied orbital energy = -0.531 Ha
charge = +1
HOMO-LUMO gap = 11.12 eV
LUMO energy = -3.33 eV

Model 2:
Here is a gas-phase ion, C4H12NO (charge +1) from the OMol25 dataset. Energies are from wB97M-V/def2-TZVPD.

Geometry as XYZ:
```
18
Properties=species:S:1:pos:R:3
H -0.58 2.79 -1.46
H -1.18 1.17 0.56
C 0.22 0.99 -1.62
C -0.21 -0.67 0.32
H -0.43 0.53 -2.37
H 1.13 -0.85 -1.26
H -1.03 -1.06 -0.28
H 1.61 0.44 -0.11
H 1.04 1.49 -2.13
H 0.45 -2.67 0.57
H -1.70 -0.02 1.69
H -0.20 -2.00 2.03
C 0.36 -1.77 1.18
N -0.92 0.37 1.17
H -0.28 0.81 1.83
O -0.49 2.02 -0.90
H 1.40 -1.55 1.43
C 0.79 -0.03 -0.65
```

## Properties
SMILES = C[C@@H]([NH3+])CCO
highest occupied orbital energy = -0.554 Ha
charge = +1
HOMO-LUMO gap = 11.92 eV
LUMO energy = -3.16 eV

Which structure is the most stable? The one labeled model 2.

Model 1:
Here is 3 unconnected molecules or ions with the total composition C4H12NO from the OMol25 dataset. Energies are from wB97M-V/def2-TZVPD.

Geometry as XYZ:
```
18
Properties=species:S:1:pos:R:3
H -0.28 -0.47 -1.69
H -1.11 2.10 0.46
H 0.29 3.00 0.52
C 2.28 0.07 -0.68
H -2.39 -0.25 0.51
H 1.87 0.75 -1.42
H 0.35 1.35 0.54
C -0.05 -0.89 -0.72
O -2.52 0.45 1.15
N -0.14 2.15 0.18
H 2.91 -0.73 -1.12
C 1.18 -0.69 -0.09
H -3.19 0.14 1.77
H -1.83 -2.04 -0.76
H -0.73 -2.29 0.72
H 1.38 -1.39 0.72
H 2.91 0.50 0.10
C -0.95 -1.75 -0.20
```

## Properties
highest occupied orbital energy = -0.492 Ha
charge = +1
HOMO-LUMO gap = 6.15 eV
LUMO energy = -7.24 eV

Model 2:
Here is 2 unconnected molecules or ions with the total composition C4H12NO from the OMol25 dataset. Energies are from wB97M-V/def2-TZVPD.

Geometry as XYZ:
```
18
Properties=species:S:1:pos:R:3
H 0.07 -0.35 -2.07
C 1.07 0.05 -1.94
H -0.96 0.47 0.28
H 1.88 -1.43 -0.59
H 1.01 1.13 -2.03
C 1.19 0.11 0.63
C -0.67 -1.41 0.95
H -1.63 -1.67 1.38
C 1.81 -0.35 -0.68
H -3.02 2.16 0.27
H 1.67 -0.25 -2.80
H 1.17 1.19 0.77
H 1.57 -0.43 1.50
N -0.29 -0.23 0.66
H -3.07 0.67 0.35
H 2.84 0.02 -0.72
H 0.09 -2.16 0.77
O -2.46 1.40 0.49
```

## Properties
highest occupied orbital energy = -0.583 Ha
charge = +1
HOMO-LUMO gap = 10.78 eV
LUMO energy = -5.09 eV

Model 3:
Here is 2 unconnected molecules or ions with the total composition C4H12NO from the OMol25 dataset. Energies are from wB97M-V/def2-TZVPD.

Geometry as XYZ:
```
18
Properties=species:S:1:pos:R:3
C -1.75 0.30 -1.80
C -0.65 0.94 -1.44
H -0.27 -1.72 0.00
C -0.71 0.15 0.98
H 0.93 1.08 0.06
H -0.32 2.19 0.34
H 3.03 -1.44 0.54
H -0.71 0.53 1.99
H -0.22 1.66 -2.14
H -1.73 0.01 0.63
H -0.23 -1.75 1.64
C -0.15 1.19 -0.05
H 3.42 -0.13 1.10
O 2.69 -0.53 0.59
H -2.43 -0.37 -1.29
H 1.04 -1.16 0.90
H -1.92 0.22 -2.87
N -0.02 -1.17 0.83
```

## Properties
highest occupied orbital energy = -0.500 Ha
charge = +1
HOMO-LUMO gap = 10.15 eV
LUMO energy = -3.46 eV

Which structure is the most stable? The one labeled model 3.

Model 1:
Here is 2 unconnected molecules or ions with the total composition C4H12NO from the OMol25 dataset. Energies are from wB97M-V/def2-TZVPD.

Geometry as XYZ:
```
18
Properties=species:S:1:pos:R:3
H -3.48 -1.76 0.01
H 1.26 -1.09 -2.20
H -1.02 0.84 2.13
H -3.20 -0.79 1.09
C -0.17 0.22 1.88
H -0.48 -0.96 -1.75
H 0.54 0.52 -2.64
H 2.40 1.05 -1.25
C 0.66 0.21 -0.51
C 1.89 1.01 -0.38
H -1.08 -0.51 0.10
H 0.83 0.47 2.28
O -2.78 -1.12 0.24
H 2.69 0.43 0.24
C 0.44 -0.35 -1.88
H -0.51 -0.64 2.38
H 1.70 2.03 0.05
N -0.18 -0.07 0.43
```

## Properties
highest occupied orbital energy = -0.584 Ha
charge = +1
HOMO-LUMO gap = 12.19 eV
LUMO energy = -3.69 eV

Model 2:
Here is 2 unconnected molecules or ions with the total composition C4H12NO from the OMol25 dataset. Energies are from wB97M-V/def2-TZVPD.

Geometry as XYZ:
```
18
Properties=species:S:1:pos:R:3
O 1.34 2.44 -0.71
H -0.12 1.16 -1.19
H 1.47 -1.66 1.00
H 1.73 2.52 -1.57
H -2.20 0.20 0.35
H -1.32 0.00 -1.69
H 0.24 -2.83 0.32
H -0.18 -0.60 2.27
H 0.48 -1.55 -1.59
H 1.43 3.18 -0.05
C -0.72 -0.97 1.42
C -0.57 0.21 -0.83
C 0.55 -0.88 -0.82
H 1.57 -0.62 -0.82
N -1.26 0.18 0.59
H -1.07 1.02 1.05
C 0.36 -1.69 0.53
H -1.55 -1.61 1.74
```

## Properties
highest occupied orbital energy = -0.558 Ha
charge = +1
HOMO-LUMO gap = 11.97 eV
LUMO energy = -3.21 eV

Which structure is the most stable? The one labeled model 1.